{"formula": "C39H97N11O15", "method": "ωB97M-V with the def2-TZVPD basis set", "elements": ["C", "C", "C", "C", "C", "C", "C", "C", "C", "N", "O", "H", "H", "H", "H", "H", "H", "H", "H", "H", "H", "H", "H", "H", "H", "H", "H", "H", "H", "H", "C", "C", "C", "C", "C", "C", "C", "C", "C", "N", "O", "H", "H", "H", "H", "H", "H", "H", "H", "H", "H", "H", "H", "H", "H", "H", "H", "H", "H", "H", "C", "C", "C", "C", "C", "C", "C", "C", "C", "N", "O", "H", "H", "H", "H", "H", "H", "H", "H", "H", "H", "H", "H", "H", "H", "H", "H", "H", "H", "H", "N", "C", "N", "O", "H", "H", "H", "H", "N", "C", "N", "O", "H", "H", "H", "H", "N", "C", "N", "O", "H", "H", "H", "H", "N", "C", "N", "O", "H", "H", "H", "H", "O", "C", "C", "O", "H", "H", "H", "H", "H", "H", "O", "C", "C", "O", "H", "H", "H", "H", "H", "H", "O", "C", "C", "O", "H", "H", "H", "H", "H", "H", "O", "C", "C", "O", "H", "H", "H", "H", "H", "H"], "positions_angstrom": [[-2.2824, -0.7441, 3.3189], [-3.5960, -1.4363, 3.1098], [-3.5570, -2.1439, 1.7012], [-3.7537, -2.6566, 4.1609], [-4.0772, -2.1515, 5.5898], [-5.4782, -1.3355, 5.6335], [-5.5160, -0.2591, 4.5691], [-6.9581, 0.2573, 4.3099], [-4.7421, 0.9012, 5.2629], [-4.8836, -0.6208, 3.2171], [-4.9969, 0.4218, 2.2990], [-2.2549, -0.2340, 4.2818], [-1.4305, -1.4237, 3.2928], [-2.1005, 0.0899, 2.6412], [-3.6189, -1.4508, 0.8622], [-2.5686, -2.5554, 1.4971], [-4.3969, -2.8265, 1.5713], [-4.5353, -3.3162, 3.7841], [-2.8332, -3.2374, 4.2210], [-3.9950, -2.9594, 6.3169], [-3.2182, -1.5783, 5.9386], [-5.6529, -0.8869, 6.6114], [-6.2143, -2.1193, 5.4546], [-7.6376, -0.4709, 3.8673], [-6.9007, 1.0418, 3.5554], [-7.4760, 0.6846, 5.1686], [-5.3438, 1.3519, 6.0521], [-4.5240, 1.6546, 4.5060], [-3.7403, 0.6750, 5.6282], [-4.3722, 1.0933, 2.5828], [2.7948, -2.9575, 3.3678], [3.0149, -1.6545, 2.5874], [1.8040, -0.7486, 2.1644], [3.9055, -0.7509, 3.4716], [5.3496, -1.2601, 3.5557], [5.9726, -1.5133, 2.1718], [5.1732, -2.3808, 1.2489], [5.6033, -2.0448, -0.1740], [5.3282, -3.8834, 1.4681], [3.6909, -1.9858, 1.3319], [2.8770, -2.5048, 0.3914], [3.6927, -3.5017, 3.6607], [2.2521, -2.9051, 4.3116], [2.2346, -3.7383, 2.8534], [1.1707, -1.3127, 1.4797], [1.2082, -0.3653, 2.9928], [2.2425, 0.0386, 1.5512], [3.9309, 0.1614, 2.8755], [3.5445, -0.4397, 4.4519], [5.9213, -0.4963, 4.0828], [5.4929, -2.0973, 4.2388], [6.9816, -1.8154, 2.4526], [6.2087, -0.5343, 1.7548], [5.2450, -1.0782, -0.5283], [5.3891, -2.9154, -0.7940], [6.6855, -1.9665, -0.2776], [4.6477, -4.5169, 0.8990], [5.2802, -4.1252, 2.5298], [6.3070, -4.2778, 1.1952], [2.8228, -1.6972, -0.1247], [3.3944, -4.3980, -3.9444], [2.7415, -3.0401, -4.2600], [3.7135, -1.9339, -3.7828], [2.6649, -2.8974, -5.7973], [1.5705, -3.6449, -6.5004], [0.2279, -3.1378, -5.8475], [0.1638, -3.3427, -4.2994], [-1.1105, -2.5799, -3.7868], [-0.1625, -4.8553, -4.0607], [1.4454, -2.8160, -3.5843], [1.4939, -3.2145, -2.2465], [4.4328, -4.4598, -4.2701], [3.4478, -4.6188, -2.8783], [2.7659, -5.1976, -4.3366], [4.6458, -2.1607, -4.2998], [3.3206, -0.9206, -3.8673], [3.9442, -1.9544, -2.7177], [2.5339, -1.8249, -5.9408], [3.6254, -3.2166, -6.2019], [1.6744, -3.3871, -7.5543], [1.6942, -4.7064, -6.2857], [-0.5866, -3.5851, -6.4172], [0.1453, -2.0782, -6.0894], [-1.1885, -2.4199, -2.7115], [-2.0510, -3.0342, -4.0985], [-1.1354, -1.6022, -4.2681], [0.6777, -5.2786, -3.5103], [-0.2775, -5.4726, -4.9517], [-1.0147, -5.0723, -3.4167], [1.3910, -2.3726, -1.7968], [0.9851, 2.1191, -4.1158], [0.9961, 1.0174, -4.7298], [0.8282, 0.0045, -3.8917], [1.3020, 1.0211, -5.9372], [1.1723, 2.8509, -4.7862], [0.7526, 2.3103, -3.1517], [0.9335, -0.9075, -4.3127], [0.7905, 0.1347, -2.8908], [4.1225, 1.1489, -0.1010], [3.4051, 0.9320, -1.1820], [3.6399, 1.6929, -2.1490], [2.6540, 0.0211, -1.1683], [3.6748, 0.5459, 0.5744], [4.8593, 1.8302, 0.0129], [4.1006, 2.5687, -1.9472], [3.1822, 1.6068, -3.0452], [-2.4018, 4.3393, 0.8666], [-3.3932, 3.6911, 1.3522], [-4.4669, 4.1236, 0.7989], [-3.3330, 2.6871, 2.0884], [-2.5546, 5.3258, 0.7131], [-1.5098, 4.0733, 1.2586], [-4.3724, 4.6946, -0.0288], [-5.2813, 3.6479, 1.1603], [-2.4037, 5.5549, -3.6832], [-2.9888, 4.4565, -3.2694], [-2.8108, 3.4487, -4.0935], [-3.5743, 4.5377, -2.2069], [-2.3731, 6.2951, -2.9966], [-2.2387, 5.5467, -4.6795], [-2.2657, 3.5536, -4.9373], [-3.1050, 2.5550, -3.7264], [-5.9481, 0.7054, -2.2075], [-4.7000, 0.1137, -2.0681], [-4.0021, -0.3626, -3.3781], [-3.4187, 0.7197, -4.0870], [-5.8810, 1.2269, -3.0107], [-4.0939, 0.8641, -1.5604], [-4.8058, -0.7904, -1.4686], [-4.4793, -0.9201, -4.1840], [-3.2037, -0.9840, -2.9725], [-2.7106, 0.3407, -4.6128], [-0.4723, 2.6556, 6.5757], [-0.6279, 2.1652, 5.2760], [-0.4772, 3.4319, 4.3965], [-0.6595, 3.0580, 3.0087], [-0.9466, 2.0041, 7.0973], [-0.0368, 1.3758, 4.8116], [-1.6202, 1.7178, 5.2199], [0.5045, 3.9050, 4.4186], [-1.2077, 4.2157, 4.5968], [-1.5383, 2.7230, 2.8161], [-0.1356, -0.2445, -0.5592], [-1.0040, 0.9308, -0.2830], [-1.0023, 1.9659, -1.4381], [0.1976, 2.7127, -1.4242], [0.7459, 0.1113, -0.4250], [-2.0446, 0.6435, -0.1319], [-0.6572, 1.2826, 0.6886], [-1.8484, 2.6151, -1.2131], [-1.2504, 1.6761, -2.4592], [0.2479, 3.2987, -0.6655], [1.7037, 5.5774, 0.0710], [2.9378, 6.1114, 0.6091], [3.8047, 4.8704, 0.8611], [3.8713, 4.2641, -0.4180], [1.0814, 6.3078, 0.1001], [3.1648, 6.9553, -0.0423], [2.7175, 6.5786, 1.5690], [3.4376, 4.1394, 1.5814], [4.7939, 5.0863, 1.2647], [2.9331, 4.2502, -0.6209]], "e_above_lowest_ev": 4.4694, "largest_force_ev_per_a": 7.1, "smiles": "CC1(C)CCCC(C)(C)N1O.CC1(C)CCCC(C)(C)N1O.CC1(C)CCCC(C)(C)N1O.NC(N)=O.NC(N)=O.NC(N)=O.NC(N)=O.OCCO.OCCO.OCCO.OCCO", "gap_ha": 0.273, "total_energy_ev": -89114.1032, "mol_weight_g_mol": 960.267, "multiplicity": 1}


{"formula": "C10H15PS", "method": "ωB97M-V with the def2-TZVPD basis set", "elements": ["C", "C", "C", "C", "C", "C", "C", "C", "P", "S", "C", "C", "H", "H", "H", "H", "H", "H", "H", "H", "H", "H", "H", "H", "H", "H", "H"], "positions_angstrom": [[0.5530, -2.4727, -1.5474], [0.2568, -1.3317, -0.6271], [0.0550, -1.2209, 0.6902], [-0.0744, -2.2920, 1.7127], [-0.0887, 0.1513, 1.0911], [-1.1380, 1.0177, 0.3449], [-0.7387, 2.4717, 0.6008], [0.7088, 2.6089, 0.0091], [1.3713, 0.9387, 0.1728], [3.2301, 0.6967, 0.5817], [0.2568, 0.0657, -1.3248], [-1.1137, 0.6462, -1.1221], [-0.3491, -2.9683, -2.0491], [1.1315, -3.2949, -1.1197], [0.9188, -1.9748, -2.4022], [-0.9216, -2.2282, 2.3305], [0.7944, -2.3238, 2.3987], [-0.0101, -3.3083, 1.1294], [-0.1873, 0.2211, 2.1828], [-2.1211, 0.7667, 0.6821], [-0.6736, 2.6920, 1.6348], [-1.5337, 3.2066, 0.2278], [0.8527, 2.8776, -0.9773], [1.3145, 3.0754, 0.7105], [0.7229, 0.2558, -2.3403], [-1.2468, 1.6285, -1.6282], [-1.9701, 0.0949, -1.3617]], "e_above_lowest_ev": 0.0000, "largest_force_ev_per_a": 4.0, "smiles": "CC1=C(C)[C@@H]2[C@H]3CC[P@]2(=S)[C@@H]1C3", "gap_ha": 0.336, "total_energy_ev": -30736.2540, "mol_weight_g_mol": 198.271, "multiplicity": 1}


{"formula": "C2Br2N2O2", "method": "ωB97M-V with the def2-TZVPD basis set", "elements": ["C", "C", "N", "N", "O", "O", "Br", "Br"], "positions_angstrom": [[-2.1201, 1.0141, 0.4169], [0.7478, -0.7172, -0.4270], [-1.4328, 0.4167, 1.0834], [1.6266, -1.2364, 0.2366], [2.1772, -1.4074, 1.2981], [-0.3031, -0.6467, -0.9852], [2.5305, 0.6305, -1.0765], [-3.2261, 1.9463, -0.5463]], "e_above_lowest_ev": 0.3106, "largest_force_ev_per_a": 5.1, "s_squared": 2.03, "gap_ha": [0.358, 0.265], "total_energy_ev": -149227.6705, "mol_weight_g_mol": 243.842, "multiplicity": 3}


{"formula": "C5H10N2S2", "method": "ωB97M-V with the def2-TZVPD basis set", "elements": ["C", "C", "C", "C", "C", "H", "H", "H", "H", "H", "H", "H", "H", "H", "H", "N", "N", "S", "S"], "positions_angstrom": [[-0.0607, 2.0904, -0.3134], [0.1903, 0.2252, 1.1165], [0.8748, -1.1188, 0.9103], [-0.8103, -1.5086, -0.9552], [-0.3562, -0.0630, -1.4284], [-0.6871, 2.5748, 1.9321], [-0.9027, 0.1522, 1.6525], [0.7936, 0.7541, 1.7579], [0.8169, -1.5980, 2.0522], [1.7963, -0.7638, 0.5692], [1.0223, -2.6383, -0.4767], [-1.7293, -1.4720, -0.3953], [-1.0988, -2.1190, -1.7160], [0.6284, -0.1042, -1.8166], [-0.8403, 0.5818, -2.0710], [-0.1235, 0.8122, -0.1499], [0.2346, -2.0899, -0.1137], [0.2457, 3.2221, 1.1024], [0.0060, 3.0626, -1.6571]], "e_above_lowest_ev": 2.5269, "largest_force_ev_per_a": 6.3, "gap_ha": 0.308, "total_energy_ev": -29995.2738, "mol_weight_g_mol": 162.283, "multiplicity": 1}